6 unconnected molecules or ions with the total composition C25H63N2O18P2S7 at a distorted geometry, computed with ωB97M-V/def2-TZVPD.

As for the total charge: -1. For the orbital gap, the calculation gives 6.10 eV.

Bonds (Å) are listed after each position.
Positions of all 117 atoms, in Å:
1 S 1.472 3.714 -5.880  C38 1.737
2 S -0.433 -1.717 2.930  O14 1.629, O23 1.446, O26 1.449, C37 1.775
3 S 5.231 -7.230 7.575  O13 1.449, O15 1.446, O24 1.629, C33 1.775
4 S -4.339 1.533 -3.874  O10 1.629, O12 1.446, O16 1.449, C52 1.775
5 S -3.030 3.673 3.470  O17 1.629, O19 1.449, O20 1.446, C34 1.775
6 S -0.063 1.465 -3.577  P8 2.191, H79 1.405
7 S -1.644 0.284 -9.491  O11 1.449, O22 1.629, O25 1.446, C46 1.775
8 P 1.526 1.889 -2.128  S6 2.191, P9 2.181, N28 1.774, N29 1.782, C35 1.931, C39 1.914
9 P 2.234 -0.130 -2.556  P8 2.181, O18 1.778, C44 1.951
10 O -5.933 1.363 -4.163  S4 1.629, C53 1.423
11 O -1.682 1.577 -10.146  S7 1.449
12 O -4.153 2.536 -2.850  S4 1.446
13 O 4.766 -8.598 7.687  S3 1.449
14 O -2.027 -1.886 2.642  S2 1.629, C31 1.423
15 O 4.824 -6.202 8.507  S3 1.446
16 O -3.734 0.220 -3.783  S4 1.449
17 O -4.526 3.302 3.996  S5 1.629, C49 1.423
18 O 2.387 -1.101 -1.074  P9 1.778, H84 1.013
19 O -2.413 4.587 4.410  S5 1.449
20 O -3.089 3.954 2.053  S5 1.446
21 O 2.918 1.484 0.368  C35 1.458, C48 1.470
22 O -0.107 -0.254 -9.467  S7 1.629, C47 1.423
23 O -0.247 -0.713 3.955  S2 1.446
24 O 4.963 -6.701 6.058  S3 1.629, C41 1.423
25 O -2.236 0.067 -8.190  S7 1.446
26 O 0.172 -3.030 3.022  S2 1.449
27 O 4.731 -0.250 3.016  C32 1.500, C43 1.472
28 N 0.438 1.166 -0.927  P8 1.774, H95 1.056, H108 1.023
29 N 2.642 2.465 -3.391  P8 1.782, C38 1.402
30 C 2.759 -5.675 6.131  C41 1.518, H57 1.095, H89 1.094, H93 1.094
31 C -2.804 -2.667 3.543  O14 1.423, C40 1.518, H78 1.096, H80 1.095
32 C 4.107 -1.226 3.968  O27 1.500, C51 1.643, H60 1.174, H92 1.180
33 C 7.005 -7.239 7.505  S3 1.775, H69 1.091, H85 1.092, H117 1.092
34 C -2.305 2.067 3.685  S5 1.775, H55 1.092, H104 1.091, H115 1.092
35 C 2.937 2.263 -0.864  P8 1.931, O21 1.458, H67 1.196, H101 1.195
36 C -6.968 1.323 -1.962  C53 1.518, H58 1.095, H88 1.094, H90 1.094
37 C 0.008 -0.998 1.368  S2 1.775, H65 1.092, H91 1.092, H107 1.091
38 C 1.982 2.637 -4.616  S1 1.737, N29 1.402
39 C 0.774 3.645 -2.008  P8 1.914, C42 1.615, H63 1.195, H77 1.194
40 C -3.062 -1.927 4.843  C31 1.518, H71 1.095, H72 1.094, H99 1.094
41 C 3.639 -6.760 5.539  O24 1.423, C30 1.518, H76 1.096, H110 1.095
42 C 0.497 4.252 -0.537  C39 1.615, C50 1.511, H94 1.189
43 C 3.889 -0.319 1.811  O27 1.472, C48 1.673, H97 1.193, H109 1.176
44 C 4.039 -0.111 -3.298  P9 1.951, H70 1.188, H106 1.189, H113 1.171
45 C 0.808 0.552 -7.363  C47 1.518, H75 1.095, H83 1.094, H100 1.094
46 C -2.297 -0.933 -10.605  S7 1.775, H73 1.092, H74 1.092, H102 1.091
47 C 0.894 0.568 -8.878  O22 1.423, C45 1.518, H66 1.096, H87 1.095
48 C 4.220 0.892 0.706  O21 1.470, C43 1.673, H105 1.170, H112 1.171
49 C -5.443 4.360 4.247  O17 1.423, C54 1.518, H81 1.095, H103 1.096
50 C -0.588 5.292 -0.379  C42 1.511, H59 1.180, H111 1.187
51 C 5.124 -1.538 5.220  C32 1.643, H56 1.184, H82 1.190, H98 1.187
52 C -3.898 2.251 -5.437  S4 1.775, H61 1.092, H62 1.092, H96 1.091
53 C -6.710 0.583 -3.261  O10 1.423, C36 1.518, H68 1.095, H86 1.096
54 C -5.984 4.948 2.956  C49 1.518, H64 1.094, H114 1.095, H116 1.094
55 H -1.287 2.101 3.292  C34 1.092
56 H 4.984 -0.670 6.012  C51 1.184
57 H 3.227 -4.692 6.016  C30 1.095
58 H -7.395 2.312 -2.158  C36 1.095
59 H -1.299 5.196 0.558  C50 1.180
60 H 3.836 -2.233 3.429  C32 1.174
61 H -4.502 3.146 -5.598  C52 1.092
62 H -2.840 2.520 -5.398  C52 1.092
63 H 1.443 4.448 -2.586  C39 1.195
64 H -6.767 5.683 3.163  C54 1.094
65 H -0.596 -0.104 1.207  C37 1.092
66 H 1.865 0.162 -9.185  C47 1.096
67 H 3.936 1.932 -1.433  C35 1.196
68 H -6.231 -0.385 -3.077  C53 1.095
69 H 7.329 -7.985 6.777  C33 1.091
70 H 4.285 -1.248 -3.540  C44 1.188
71 H -3.489 -0.938 4.647  C40 1.095
72 H -2.133 -1.773 5.401  C40 1.094
73 H -3.375 -0.778 -10.680  C46 1.092
74 H -2.093 -1.927 -10.201  C46 1.092
75 H 0.813 -0.475 -6.986  C45 1.095
76 H 3.711 -6.611 4.456  C41 1.096
77 H -0.266 3.658 -2.595  C39 1.194
78 H -3.761 -2.869 3.050  C31 1.096
79 H -0.062 0.087 -3.851  S6 1.405
80 H -2.325 -3.635 3.728  C31 1.095
81 H -4.980 5.133 4.870  C49 1.095
82 H 4.817 -2.576 5.715  C51 1.190
83 H -0.118 1.020 -7.015  C45 1.094
84 H 2.290 -2.076 -1.330  O18 1.013
85 H 7.353 -6.243 7.225  C33 1.092
86 H -7.667 0.381 -3.754  C53 1.096
87 H 0.833 1.590 -9.267  C47 1.095
88 H -6.039 1.477 -1.404  C36 1.094
89 H 1.779 -5.661 5.646  C30 1.094
90 H -7.655 0.759 -1.324  C36 1.094
91 H 1.066 -0.730 1.407  C37 1.092
92 H 3.108 -0.784 4.415  C32 1.180
93 H 2.602 -5.834 7.203  C30 1.094
94 H 1.106 3.993 0.451  C42 1.189
95 H -0.520 1.046 -1.352  N28 1.056
96 H -4.067 1.519 -6.227  C52 1.091
97 H 2.743 -0.252 2.135  C43 1.193
98 H 6.249 -1.608 4.847  C51 1.187
99 H -3.749 -2.490 5.481  C40 1.094
100 H 1.647 1.097 -6.921  C45 1.094
101 H 3.116 3.431 -0.691  C35 1.195
102 H -1.833 -0.807 -11.584  C46 1.091
103 H -6.274 3.936 4.822  C49 1.096
104 H -2.287 1.823 4.748  C34 1.091
105 H 4.772 0.359 -0.178  C48 1.170
106 H 4.839 0.260 -2.500  C44 1.189
107 H -0.161 -1.731 0.578  C37 1.091
108 H 0.396 1.604 -0.003  N28 1.023
109 H 3.996 -1.344 1.246  C43 1.176
110 H 3.205 -7.753 5.701  C41 1.095
111 H -0.720 6.213 -1.117  C50 1.187
112 H 4.883 1.714 1.212  C48 1.171
113 H 4.099 0.460 -4.318  C44 1.171
114 H -6.394 4.161 2.315  C54 1.095
115 H -2.894 1.336 3.126  C34 1.092
116 H -5.193 5.448 2.389  C54 1.094
117 H 7.380 -7.498 8.497  C33 1.092